(1)
C24H46F3N8O5S2 | the ωB97M-V functional and the def2-TZVPD basis

Geometry as XYZ:
```
88
Properties=species:S:1:pos:R:3:forces:R:3
F 2.2698 -2.1945 1.6437 0.0214 -0.2264 -0.0446
C 1.1219 -1.6380 2.0600 0.3552 0.1838 -0.3210
F 1.4591 -0.5758 2.8102 0.0120 0.1528 0.1121
F 0.4834 -2.5085 2.8160 -0.2051 -0.1907 0.2155
C 0.2877 -1.1600 0.8732 -0.4417 0.1823 0.2404
O -0.6540 -2.1174 0.4647 0.2201 0.1934 -0.2201
C -0.4788 -2.6877 -0.8129 -0.5906 -0.3636 -0.0149
C -1.4849 -2.1300 -1.8553 0.5158 0.0275 -0.0651
C -1.6441 -0.6699 -1.7069 0.3510 -0.3411 -0.2017
N -2.6793 0.0507 -1.3265 -0.4044 0.4766 0.2631
N -2.2892 1.3232 -1.2777 -0.5609 -0.2124 0.1401
N -1.0691 1.3884 -1.6181 1.3157 -0.6360 -0.5870
C -0.1902 2.5617 -1.6900 -0.3732 0.6854 0.3411
C -0.2464 3.3822 -0.3942 0.1098 -0.0821 -0.6634
C 1.1161 4.0538 -0.2271 -0.2389 -0.2574 0.5251
S 2.1715 2.7864 0.5397 0.0516 -0.2650 -0.1071
C 3.6404 2.8798 -0.4282 0.1871 0.3758 -0.1554
S 4.2157 4.2232 -1.1080 -0.1117 0.0377 -0.2478
N 4.2704 1.6418 -0.5787 0.0445 -0.6496 0.6738
C 4.7867 1.1197 -1.7427 0.5396 -0.5967 -0.4984
C 5.2703 -0.1217 -1.4411 -0.4903 0.8777 0.4591
N 5.0742 -0.3844 -0.0971 -0.2005 0.3945 0.0146
C 4.4741 0.6700 0.3915 0.1552 -0.6576 -0.5086
N -0.6164 0.1582 -1.9154 -0.4349 0.1827 0.1955
H 0.9828 -0.8619 0.0909 0.1999 -0.1134 -0.1499
H -0.2413 -0.2633 1.1980 -0.0941 0.0515 0.1423
H -0.6962 -3.7446 -0.7200 0.2086 -0.2269 0.0129
H 0.5440 -2.6047 -1.1772 0.2001 0.1525 0.0997
H -2.4296 -2.6535 -1.8332 -0.2896 0.1630 0.2073
H -1.0384 -2.2991 -2.8345 -0.1115 -0.1662 -0.2125
H 0.8268 2.2179 -1.8457 0.0366 -0.4278 -0.0358
H -0.4909 3.1439 -2.5546 -0.0871 0.0788 -0.1158
H -1.0429 4.1157 -0.4527 -0.2147 0.0673 0.1868
H -0.4417 2.6928 0.4209 -0.1659 0.1181 0.3017
H 1.0436 4.9291 0.4041 0.1042 0.1591 0.0556
H 1.5432 4.3200 -1.1854 0.1910 0.2388 -0.0780
H 4.7847 1.6298 -2.6850 -0.0718 0.3495 0.0092
H 5.7518 -0.7999 -2.1154 0.0895 -0.2515 -0.0195
H 4.1808 0.7695 1.4210 -0.0809 0.2525 0.1092
H 0.3256 -0.0602 -2.2071 0.1547 0.2835 0.0078
C -3.9072 3.9177 1.2884 0.1228 0.0541 0.0220
O -3.2610 5.0267 0.6867 -0.0620 -0.2090 -0.0628
C -4.0720 5.7288 -0.2568 0.1584 0.1669 -0.1678
C -4.4687 7.0947 0.2585 -0.0713 -0.0466 0.2551
N -5.4223 6.9911 1.3536 0.1671 0.0346 -0.0128
C -5.6975 8.2491 2.0477 -0.1259 -0.1645 0.0190
C -4.5505 8.9436 2.7739 -0.0686 0.2017 0.0050
O -4.0705 8.2507 3.9104 0.0502 -0.0671 -0.0753
C -3.1052 7.2513 3.6595 -0.0753 0.0220 0.1837
H -3.1530 3.3632 1.8469 0.0164 0.0323 0.0154
H -4.6889 4.2293 1.9865 -0.0626 -0.0526 -0.0437
H -4.3432 3.2554 0.5346 -0.0435 -0.0011 0.0118
H -4.9525 5.1397 -0.5264 -0.0438 -0.0010 0.0903
H -3.4682 5.8626 -1.1602 -0.0135 -0.0156 -0.0031
H -4.9298 7.6566 -0.5588 0.0083 0.0302 -0.0016
H -3.5490 7.6197 0.5515 0.0462 0.0234 -0.1269
H -5.0791 6.3210 2.0284 -0.0012 -0.0093 0.0300
H -6.4744 8.0405 2.7861 -0.0174 0.0440 -0.0025
H -6.1284 8.9511 1.3276 0.0376 0.0200 -0.0233
H -4.9396 9.8915 3.1522 0.0055 -0.0032 0.0132
H -3.7199 9.1973 2.1035 0.0258 -0.1153 -0.0285
H -2.4682 7.5058 2.8074 -0.0173 -0.0174 -0.0489
H -3.5701 6.2747 3.4901 0.0624 -0.0234 -0.1102
H -2.4803 7.1660 4.5487 -0.0042 0.0381 -0.0010
C 2.9432 -9.7871 1.0534 0.0856 0.0870 0.0405
O 3.8291 -8.8524 0.4649 -0.1892 -0.0766 -0.0183
C 4.1018 -9.0839 -0.9115 0.2410 0.0838 0.0029
C 3.4917 -8.0018 -1.7757 -0.1969 0.0017 0.0568
N 2.0357 -8.0947 -1.7944 0.1039 0.1994 0.0682
C 1.3600 -6.9617 -2.4114 -0.1008 -0.2203 0.0554
C 1.5260 -5.5860 -1.7713 -0.0476 0.1299 -0.1556
O 0.9153 -5.4474 -0.5001 0.1355 0.0045 -0.0069
C 1.6957 -5.8975 0.6021 -0.2108 0.0473 0.1198
H 2.9528 -9.6121 2.1276 0.0192 0.0293 -0.0041
H 1.9161 -9.6653 0.6912 -0.0020 -0.0886 -0.0333
H 3.2681 -10.8136 0.8653 -0.0367 -0.0247 -0.0156
H 3.7576 -10.0746 -1.2198 -0.0944 0.0159 -0.0016
H 5.1877 -9.0535 -1.0342 -0.0028 -0.0265 -0.0027
H 3.8656 -8.1082 -2.7981 -0.0080 0.0167 -0.0151
H 3.8422 -7.0364 -1.3862 0.1227 -0.0081 -0.0440
H 1.7008 -8.1948 -0.8455 -0.0100 -0.0728 0.0136
H 0.2913 -7.1920 -2.4217 -0.0095 0.0411 -0.0400
H 1.6782 -6.8967 -3.4569 0.0440 0.0390 0.0015
H 1.0144 -4.8682 -2.4253 -0.0083 -0.0118 0.0035
H 2.5743 -5.2681 -1.7249 0.0340 -0.0953 0.0733
H 2.7631 -5.7480 0.4303 0.0192 -0.0406 -0.0383
H 1.5022 -6.9485 0.8233 0.1225 -0.0374 -0.0252
H 1.3955 -5.3180 1.4752 -0.0002 0.0450 -0.0382
```
Forces are in eV/Å.

Computed properties:
Strongest force on any atom, eV/Å: 1.57
Charge: +1
Calculated total energy, hartree: -2851.8795
Frontier orbital gap, eV: 6.210


(2)
C5H6S | the ωB97M-V functional and the def2-TZVPD basis

Geometry as XYZ:
```
12
Properties=species:S:1:pos:R:3:forces:R:3
C 3.0018 1.6722 -0.2018 -1.5769 -0.5679 -0.0905
C 1.8217 1.3641 -0.0770 2.0436 -0.3063 -0.2754
C 0.4540 0.8081 0.1275 0.2751 2.3712 0.4156
S 0.4571 -0.9085 0.6223 -0.5166 -0.6677 -0.3140
C -1.3445 -1.1553 0.5775 1.0294 -0.3398 -0.1373
C -2.0138 -1.5861 -0.4879 0.5934 0.4651 0.2021
H 4.0592 1.8759 -0.4045 -1.1570 -0.0485 0.3129
H -0.1521 0.9402 -0.7784 0.2385 -0.0529 0.2076
H 0.0176 1.4685 0.9297 0.0563 -0.7837 -0.6842
H -1.7367 -1.0150 1.5654 -0.7240 0.0721 0.1268
H -3.0868 -1.7368 -0.4400 0.0937 -0.0768 -0.0880
H -1.4774 -1.7272 -1.4329 -0.3554 -0.0648 0.3244
```
Forces are in eV/Å.

Computed properties:
Strongest force on any atom, eV/Å: 2.42
Energy relative to the best compared isomer or geometry (same formula, charge and spin), kcal per mole: 49.61
Calculated total energy, hartree: -592.1928
Frontier orbital gap, eV: 9.933


(3)
C4H12N4 | the ωB97M-V functional and the def2-TZVPD basis

Geometry as XYZ:
```
20
Properties=species:S:1:pos:R:3:forces:R:3
C 2.1835 0.7318 0.4067 -0.2164 -0.0763 -0.1887
C 0.8807 0.1916 -0.1516 -0.0718 0.9370 -0.4323
N -0.3270 0.8088 0.4324 0.8543 0.5828 -0.4437
C -1.1099 1.7472 -0.3209 -0.4394 0.6314 -0.1454
C -0.8465 -0.4517 0.8613 1.1182 -1.4715 0.1470
N -2.0877 -0.8529 0.3302 0.1384 0.0705 -0.1905
N 0.5320 -1.1288 0.3517 -1.8976 -0.0858 0.3786
N 0.3210 -2.1679 -0.5898 0.3479 -0.0606 -0.0521
H 3.0227 0.1760 -0.0064 0.1286 -0.0196 -0.0370
H 2.2922 1.7845 0.1548 0.0707 0.1088 -0.0458
H 2.1847 0.6260 1.4883 -0.0279 -0.0157 0.0687
H 0.8776 0.2778 -1.2618 0.0179 -0.2278 0.2300
H -1.7653 2.2995 0.3498 -0.0461 0.1043 0.0706
H -0.4791 2.4839 -0.8236 0.2793 -0.0888 0.2948
H -1.7661 1.3766 -1.1204 0.1154 -0.5299 0.0306
H -0.8508 -0.5758 1.9477 -0.2156 -0.0138 -0.0572
H -2.3732 -1.7570 0.6800 0.0233 0.0105 -0.0322
H -2.0905 -0.8645 -0.6834 -0.0139 -0.1267 0.0750
H 1.0725 -2.8414 -0.4763 -0.1608 0.0910 -0.0484
H 0.3292 -1.8638 -1.5686 -0.0045 0.1804 0.3781
```
Forces are in eV/Å.

Computed properties:
Strongest force on any atom, eV/Å: 1.94
Energy relative to the best compared isomer or geometry (same formula, charge and spin), kcal per mole: 51.23
Calculated total energy, hartree: -378.5566
Frontier orbital gap, eV: 9.285


Question: Which value of frontier orbital gap does entry 2 give?
Answer: 9.933 eV


Please write out number 3 again, unchanged.
C4H12N4 | the ωB97M-V functional and the def2-TZVPD basis

Geometry as XYZ:
```
20
Properties=species:S:1:pos:R:3:forces:R:3
C 2.1835 0.7318 0.4067 -0.2164 -0.0763 -0.1887
C 0.8807 0.1916 -0.1516 -0.0718 0.9370 -0.4323
N -0.3270 0.8088 0.4324 0.8543 0.5828 -0.4437
C -1.1099 1.7472 -0.3209 -0.4394 0.6314 -0.1454
C -0.8465 -0.4517 0.8613 1.1182 -1.4715 0.1470
N -2.0877 -0.8529 0.3302 0.1384 0.0705 -0.1905
N 0.5320 -1.1288 0.3517 -1.8976 -0.0858 0.3786
N 0.3210 -2.1679 -0.5898 0.3479 -0.0606 -0.0521
H 3.0227 0.1760 -0.0064 0.1286 -0.0196 -0.0370
H 2.2922 1.7845 0.1548 0.0707 0.1088 -0.0458
H 2.1847 0.6260 1.4883 -0.0279 -0.0157 0.0687
H 0.8776 0.2778 -1.2618 0.0179 -0.2278 0.2300
H -1.7653 2.2995 0.3498 -0.0461 0.1043 0.0706
H -0.4791 2.4839 -0.8236 0.2793 -0.0888 0.2948
H -1.7661 1.3766 -1.1204 0.1154 -0.5299 0.0306
H -0.8508 -0.5758 1.9477 -0.2156 -0.0138 -0.0572
H -2.3732 -1.7570 0.6800 0.0233 0.0105 -0.0322
H -2.0905 -0.8645 -0.6834 -0.0139 -0.1267 0.0750
H 1.0725 -2.8414 -0.4763 -0.1608 0.0910 -0.0484
H 0.3292 -1.8638 -1.5686 -0.0045 0.1804 0.3781
```
Forces are in eV/Å.

Computed properties:
Strongest force on any atom, eV/Å: 1.94
Energy relative to the best compared isomer or geometry (same formula, charge and spin), kcal per mole: 51.23
Calculated total energy, hartree: -378.5566
Frontier orbital gap, eV: 9.285


Question: The lowest frontier orbital gap belongs to which entry?
Answer: C24H46F3N8O5S2


Question: What is the calculated total energy in the third record?
Answer: -378.5566 hartree